(1)
Formula: C45H100BrN5
Source: OMol25
Level of theory: ωB97M-V/def2-TZVPD

## Properties
E_tot = -125743.8002 eV
Net charge = +4
LUMO energy = -7.4 eV

Last column: Löwdin charge in e.
Element x y z (Å)
C -25.96027 -19.30366 -16.35906  -0.06
C -24.59321 -18.44932 -16.36720  -0.23
C -24.28814 -17.85709 -17.75126  -0.18
C -23.13363 -16.83049 -17.72793  -0.11
N -21.81802 -17.38335 -18.36997  -0.22
C -20.76813 -16.19403 -18.11720  -0.11
C -19.41604 -16.83885 -17.71152  -0.18
C -19.54255 -18.32992 -18.08082  -0.11
C -21.07661 -18.64250 -17.78820  -0.04
C -22.06892 -17.58025 -19.86319  0.04
H -25.93117 -20.24473 -16.90828  0.08
H -26.77740 -18.62988 -16.61677  0.07
H -26.06348 -19.56557 -15.30604  0.06
H -23.74332 -19.03010 -16.00876  0.10
H -24.74502 -17.59108 -15.71262  0.07
H -25.13975 -17.33623 -18.18894  0.12
H -24.11091 -18.72522 -18.38613  0.11
H -22.83735 -16.62825 -16.69865  0.04
H -23.26146 -15.91075 -18.29875  0.11
H -20.72679 -15.53705 -18.98597  0.12
H -21.05827 -15.54764 -17.28889  0.06
H -18.68878 -16.28908 -18.30895  0.12
H -19.36166 -16.71168 -16.63033  0.04
H -19.23928 -18.49038 -19.11542  0.11
H -18.98610 -18.85573 -17.30494  0.12
H -21.51882 -19.58381 -18.11453  0.14
H -21.19441 -18.51160 -16.71252  0.08
H -22.38731 -16.58318 -20.16745  0.10
H -22.79264 -18.38642 -19.98323  0.10
H -21.11186 -17.88238 -20.28847  0.11
C -19.79416 -16.33492 -11.02009  -0.14
C -19.46851 -17.35959 -9.93496  -0.24
C -20.34364 -17.16407 -8.70306  -0.19
C -19.84286 -17.97447 -7.44130  -0.09
N -20.87071 -17.90704 -6.35420  -0.23
C -20.26069 -18.51028 -5.08075  -0.09
C -21.36738 -19.44678 -4.48949  -0.12
C -22.65976 -19.13156 -5.22022  -0.14
C -22.14873 -18.69881 -6.62746  -0.08
C -21.19538 -16.41347 -5.97774  0.06
H -19.77140 -15.26439 -10.81630  0.08
H -20.66499 -16.59504 -11.62184  -0.01
H -19.03673 -16.40385 -11.80089  0.04
H -18.41448 -17.20865 -9.70185  0.11
H -19.56201 -18.35262 -10.37456  0.12
H -21.37198 -17.24544 -9.05518  0.10
H -20.38558 -16.08575 -8.54955  0.10
H -18.83204 -17.69340 -7.14575  0.15
H -19.79545 -19.03511 -7.68808  0.14
H -20.04252 -17.75448 -4.32625  0.13
H -19.29991 -19.01367 -5.18837  0.14
H -21.43440 -19.17403 -3.43630  0.13
H -21.02667 -20.46037 -4.70077  0.13
H -23.28812 -18.37121 -4.75640  0.12
H -23.27613 -20.02893 -5.27409  0.13
H -22.90884 -18.06692 -7.08685  0.12
H -22.02305 -19.56317 -7.27952  0.14
H -21.77950 -16.38882 -5.05779  0.11
H -21.81461 -16.00314 -6.77541  0.08
H -20.28013 -15.84016 -5.83037  0.12
C -15.70240 -8.49521 -13.69618  -0.10
C -15.62929 -9.79095 -14.52747  -0.23
C -16.47862 -10.95757 -13.97977  -0.21
C -16.34299 -12.24684 -14.76862  -0.09
N -17.31872 -13.42973 -14.29037  -0.17
C -17.02541 -13.90652 -12.80921  -0.03
C -16.35807 -15.32838 -12.97961  -0.12
C -16.91728 -15.83900 -14.31736  -0.16
C -17.01696 -14.59623 -15.22612  -0.11
C -18.89288 -13.12211 -14.44700  0.02
H -15.10698 -7.67240 -14.09187  0.08
H -15.40258 -8.53755 -12.64908  0.08
H -16.72137 -8.10842 -13.68279  0.07
H -14.63270 -10.20535 -14.67975  0.12
H -16.03831 -9.45025 -15.47864  0.11
H -17.53499 -10.68953 -13.96167  0.11
H -16.12766 -11.13471 -12.96313  0.11
H -15.32864 -12.55532 -14.51558  0.14
H -16.51285 -12.07958 -15.83223  0.14
H -17.96126 -13.90577 -12.25038  0.11
H -16.29047 -13.25682 -12.33398  0.12
H -16.70491 -16.00361 -12.19739  0.10
H -15.26867 -15.32414 -13.01529  0.12
H -17.92413 -16.20488 -14.11616  0.07
H -16.41223 -16.73558 -14.67677  0.13
H -17.75566 -14.66119 -16.02501  0.12
H -16.00540 -14.43749 -15.59983  0.13
H -19.41416 -14.05280 -14.22299  0.02
H -19.21415 -12.80756 -15.43994  0.08
H -19.19598 -12.22198 -13.91221  0.09
C -27.47472 -13.62646 -14.45704  -0.08
C -27.32478 -15.20717 -14.47993  -0.19
C -26.01387 -15.55762 -13.71616  -0.22
C -26.09619 -15.24770 -12.21245  -0.05
N -24.74817 -15.76585 -11.49207  -0.16
C -24.92561 -15.81580 -9.93402  -0.10
C -24.35901 -14.56579 -9.35047  -0.18
C -23.15780 -14.46084 -10.16563  -0.20
C -23.66957 -14.63374 -11.57277  -0.10
C -24.09043 -17.04858 -12.13097  0.04
H -26.57403 -13.15282 -14.84758  0.06
H -27.49323 -13.37948 -13.39555  0.05
H -28.41692 -13.26316 -14.86737  0.08
H -27.40246 -15.60659 -15.49113  0.10
H -28.20090 -15.52847 -13.91664  0.11
H -25.12991 -15.17575 -14.22692  0.09
H -25.86726 -16.61946 -13.91392  0.08
H -26.88887 -15.92435 -11.89321  0.14
H -26.32260 -14.20381 -11.99533  0.12
H -24.38151 -16.69560 -9.59048  0.12
H -25.97445 -15.92893 -9.65970  0.14
H -24.22241 -14.57633 -8.26911  0.14
H -25.07631 -13.78312 -9.59749  0.13
H -22.42402 -15.22933 -9.92257  0.10
H -22.72629 -13.47195 -10.01070  0.14
H -22.81675 -14.97861 -12.15745  0.08
H -24.12115 -13.68158 -11.85127  0.13
H -24.98690 -17.66253 -12.21761  0.11
H -23.30134 -17.44603 -11.49264  0.10
H -23.75560 -16.69699 -13.10686  0.02
C -22.84112 -13.13208 -14.75173  -0.11
C -23.10528 -12.98251 -16.30087  -0.22
C -22.37813 -11.81455 -16.95698  -0.17
C -22.46511 -11.84169 -18.55299  -0.06
N -22.55881 -10.38874 -19.10957  -0.23
C -23.83903 -9.62120 -18.73256  -0.08
C -24.87419 -10.07188 -19.72729  -0.18
C -24.13323 -10.46361 -20.96574  -0.15
C -22.60226 -10.27150 -20.68269  -0.04
C -21.25639 -9.65043 -18.70030  0.03
H -23.12955 -14.13684 -14.44294  0.00
H -23.29093 -12.30861 -14.19705  0.08
H -21.79982 -12.98863 -14.46324  0.04
H -24.18704 -13.00453 -16.43283  0.11
H -22.80607 -13.91856 -16.77244  0.08
H -21.29572 -11.91158 -16.87290  0.10
H -22.60400 -10.81371 -16.58900  0.10
H -23.40489 -12.26485 -18.90774  0.12
H -21.68801 -12.43261 -19.03780  0.13
H -23.90512 -8.55674 -18.95762  0.15
H -24.15103 -9.93705 -17.73706  0.13
H -25.54669 -9.24902 -19.96967  0.13
H -25.45429 -10.95695 -19.46607  0.12
H -24.45916 -9.95040 -21.87045  0.13
H -24.37735 -11.49502 -21.22009  0.11
H -22.39323 -9.22093 -20.88444  0.13
H -21.85910 -10.90660 -21.16483  0.14
H -21.12772 -8.68766 -19.19488  0.11
H -20.52550 -10.31769 -19.15711  0.10
H -21.19615 -9.58883 -17.61371  0.10
Br -21.16835 -16.39474 -14.41256  -0.09

=====

(2)
Formula: C23H28N2O
Source: OMol25
Level of theory: ωB97M-V/def2-TZVPD

## Properties
E_tot = -29332.4887 eV
SMILES = CN(C)c1ccc(CNCC[C@H](Cc2ccccc2)c2ccco2)cc1
LUMO energy = 0.9 eV

Last column: natural (NBO) charge in e.
Element x y z (Å)
C -6.97027 -0.55059 0.87356  -0.40
N -5.63994 -1.09473 0.74521  -0.44
C -5.51460 -2.53097 0.68108  -0.40
C -4.63357 -0.30453 0.23076  0.25
C -4.79660 1.07791 0.07639  -0.31
C -3.76815 1.87096 -0.39344  -0.17
C -2.54076 1.33049 -0.74378  -0.08
C -1.41047 2.18447 -1.24510  -0.22
N -0.24179 2.00678 -0.39783  -0.63
C 0.89329 2.81533 -0.79363  -0.21
C 2.12832 2.52251 0.05832  -0.39
C 2.73074 1.13523 -0.20424  -0.25
C 1.88384 0.01212 0.43161  -0.43
C 2.41449 -1.32842 0.01951  -0.04
C 3.34747 -1.99952 0.79917  -0.21
C 3.87732 -3.20785 0.38275  -0.21
C 3.47862 -3.76337 -0.82063  -0.22
C 2.54633 -3.10445 -1.60405  -0.23
C 2.02118 -1.89519 -1.18647  -0.16
C 4.13308 1.05166 0.30624  0.31
C 4.68512 1.37210 1.51245  -0.34
C 6.05601 1.02502 1.42841  -0.31
C 6.23420 0.51817 0.18037  0.08
O 5.07801 0.53259 -0.50475  -0.40
C -2.37320 -0.04078 -0.59920  -0.18
C -3.38894 -0.84328 -0.12559  -0.29
H -7.63575 -1.31446 1.26960  0.21
H -6.97061 0.28650 1.57482  0.20
H -7.37416 -0.20414 -0.08602  0.18
H -5.41277 -2.89625 -0.34855  0.18
H -6.39711 -2.98946 1.12189  0.20
H -4.64660 -2.86019 1.25564  0.20
H -5.73152 1.55222 0.32532  0.21
H -3.93346 2.93509 -0.49582  0.21
H -1.12563 1.87113 -2.25733  0.19
H -1.73311 3.24000 -1.30190  0.17
H -0.49236 2.21430 0.56560  0.36
H 1.11182 2.58287 -1.84121  0.19
H 0.66981 3.89789 -0.73787  0.16
H 1.87126 2.61294 1.11537  0.20
H 2.88294 3.27914 -0.16782  0.22
H 2.77134 0.96426 -1.28482  0.22
H 1.92118 0.11614 1.51749  0.20
H 0.85430 0.14227 0.09866  0.26
H 3.66471 -1.56903 1.73877  0.21
H 4.60528 -3.71661 0.99851  0.21
H 3.89286 -4.70632 -1.14700  0.21
H 2.23040 -3.53414 -2.54407  0.21
H 1.29611 -1.38057 -1.80147  0.20
H 4.18417 1.80254 2.35554  0.23
H 6.79797 1.13828 2.19239  0.23
H 7.09822 0.13081 -0.32168  0.20
H -1.42576 -0.48603 -0.86375  0.21
H -3.20325 -1.90087 -0.03739  0.21

=====

(3)
Formula: C20H27N7O4S2Tc
Source: OMol25
Level of theory: ωB97M-V/def2-TZVPD

## Properties
E_tot = -63650.8682 eV
Net charge = +2
LUMO energy (alpha / beta) = -6.3 / -6.4 eV
Spin multiplicity = 2

Last column: natural (NBO) charge in e.
Element x y z (Å)
Tc -0.43840 -0.39800 0.71660  0.97
O 1.50230 -0.38620 -2.84720  -0.50
C 0.99390 -0.65510 -1.78870  0.65
N -0.10630 -0.05220 -1.20260  -0.72
C -0.63710 1.12110 -1.65880  0.65
O -0.16120 1.91770 -2.43760  -0.54
C -1.91230 1.44240 -0.91210  0.12
C -2.86690 2.29060 -1.45330  -0.20
C -3.95810 2.65550 -0.67880  -0.14
C -4.03060 2.17250 0.62130  -0.23
C -3.05410 1.30460 1.07670  0.04
N -2.01270 0.92920 0.33040  -0.44
C 1.49690 -1.76070 -0.89740  0.15
C 2.43860 -2.66970 -1.35730  -0.19
C 2.88670 -3.66700 -0.50450  -0.11
C 2.37530 -3.70690 0.78570  -0.23
C 1.42980 -2.77440 1.16870  0.08
N 0.98200 -1.81430 0.35140  -0.49
H -2.74690 2.64200 -2.46520  0.26
H -4.72900 3.29770 -1.07450  0.25
H -4.84100 2.45980 1.27040  0.25
H -3.09550 0.90720 2.08190  0.22
H 2.79220 -2.59070 -2.37410  0.26
H 3.59870 -4.40590 -0.83550  0.24
H 2.69760 -4.45680 1.49040  0.25
H 1.01400 -2.80650 2.16910  0.21
C 0.59750 -0.04780 4.91080  -0.68
C 0.36440 0.21860 3.46200  0.16
N -0.37050 -0.55930 2.68620  -0.10
O -0.90880 -1.65750 3.35560  -0.52
C 0.92840 1.38170 2.84330  0.29
C 2.03880 2.11540 3.50160  -0.69
N 0.39350 1.70190 1.69700  -0.18
O 0.91100 2.86310 1.06600  -0.51
H 0.01370 -0.90540 5.22970  0.27
H 0.31310 0.81490 5.51260  0.24
H 1.64900 -0.25550 5.10380  0.25
H -1.55870 -2.08940 2.77890  0.50
H 1.74310 2.47450 4.48390  0.26
H 2.38070 2.94840 2.89590  0.25
H 2.87290 1.43090 3.63980  0.28
C 7.40600 -0.64550 0.22860  -0.43
N 6.03130 -0.48940 0.65730  -0.57
C 5.08360 0.19210 0.01890  0.34
N 5.33100 0.80800 -1.13760  -0.78
S 3.54270 0.27410 0.70560  -0.46
H 7.88820 -1.36880 0.87930  0.24
H 7.96000 0.29210 0.30020  0.21
H 7.45250 -1.01180 -0.79750  0.21
H 5.76550 -0.90010 1.54060  0.42
H 6.24680 0.82810 -1.55630  0.41
H 4.57830 1.28120 -1.60940  0.43
C -0.94090 4.66150 1.66330  -0.79
S -0.19910 3.75120 0.27400  1.24
C 0.98450 4.93890 -0.35270  -0.78
H -1.74630 5.28220 1.28290  0.27
H -0.21080 5.26920 2.18830  0.26
H -1.37050 3.93060 2.34400  0.27
H 1.69980 5.20290 0.42110  0.27
H 0.45190 5.81530 -0.71200  0.28
H 1.49770 4.46370 -1.18560  0.29

=====

(4)
Formula: C17H35BClNO5S
Source: OMol25
Level of theory: ωB97M-V/def2-TZVPD

## Properties
E_tot = -53958.9149 eV
Net charge = -1
LUMO energy (alpha / beta) = 2.4 / 2.4 eV
Spin multiplicity = 2

Last column: natural (NBO) charge in e.
Element x y z (Å)
C 2.21068 1.56859 4.88579  -0.60
C 2.31160 1.62720 3.36445  -0.44
C 1.37247 2.67299 2.72331  0.09
O 2.13745 3.67879 2.12649  -0.73
B 1.58366 3.90732 0.74724  0.44
O 1.05520 2.54989 0.40201  -0.73
C 0.41119 2.18451 1.58385  0.09
C 0.02867 0.70920 1.54087  -0.43
C -0.54331 0.08360 2.81810  -0.39
C -1.98561 0.43780 3.19382  -0.41
C -2.24078 1.93036 3.46147  -0.67
S -3.32316 2.65400 2.23541  2.11
O -4.66218 2.65013 2.75008  -0.93
O -3.05996 2.13835 0.93243  -0.90
Cl -2.70910 4.59566 2.24423  -0.22
H 2.78378 0.73595 5.30276  0.19
H 1.17247 1.45275 5.21464  0.18
H 2.58276 2.49235 5.33499  0.20
H 3.31563 1.93633 3.07094  0.23
H 2.16287 0.62817 2.94558  0.19
H 0.74265 3.10167 3.53362  0.12
H 2.44137 4.28947 -0.03539  -0.13
H 0.61758 4.71484 0.79406  -0.18
H -0.50374 2.79514 1.67617  0.14
H 0.91088 0.14302 1.23624  0.22
H -0.70403 0.57333 0.74071  0.21
H -0.51894 -1.00432 2.69853  0.21
H 0.09841 0.30674 3.67497  0.20
H -2.66591 0.07705 2.41868  0.22
H -2.24685 -0.10236 4.10650  0.21
H -2.79012 2.10081 4.38627  0.24
H -1.32235 2.51404 3.47472  0.28
C -1.04201 -0.39357 -3.76673  -0.63
C 0.18187 -0.75268 -2.89819  0.10
C 1.39684 -1.18506 -3.74237  -0.41
C 1.33273 -2.59814 -4.31336  -0.40
C 0.98557 -3.61800 -3.23434  -0.41
C -0.31851 -3.26924 -2.50626  0.10
N -0.14359 -1.87948 -1.95490  0.03
O 0.44103 -1.83762 -0.82107  -0.40
C -1.51084 -3.39335 -3.45237  -0.63
C -0.54916 -4.21410 -1.33238  -0.61
C 0.55872 0.47575 -2.07778  -0.60
H -1.94057 -0.91263 -3.44628  0.22
H -1.24360 0.67288 -3.67621  0.23
H -0.87760 -0.61530 -4.82365  0.20
H 2.28713 -1.09591 -3.11404  0.21
H 1.50773 -0.45682 -4.55069  0.21
H 0.62096 -2.65611 -5.14224  0.19
H 2.31007 -2.84472 -4.73548  0.21
H 0.89322 -4.62275 -3.65876  0.20
H 1.78722 -3.64726 -2.49032  0.21
H -2.43479 -3.10590 -2.94849  0.22
H -1.59512 -4.44240 -3.74408  0.21
H -1.41432 -2.80452 -4.35957  0.22
H 0.30306 -4.22421 -0.65976  0.23
H -0.71651 -5.22126 -1.72130  0.20
H -1.42802 -3.90732 -0.76383  0.22
H -0.23854 0.76801 -1.39945  0.24
H 0.72864 1.30548 -2.76704  0.21
H 1.45512 0.33283 -1.48265  0.24

=====

Energy above the lowest of the compared OMol25 structures with the same formula, charge and spin for every record listed, in sequence, given in kJ/mol: 434.07; 116.36; 249.42; 0.00.